19
Properties=species:S:1:pos:R:3 method="wB97M-V/def2-TZVPD" smiles=NCC[C@H](N)CO energy_ha=-344.31517
C -0.6904 -1.0255 -1.5723
O -1.5853 -2.1564 -1.5352
C -0.1608 -0.5930 -0.2083
C 0.2909 0.8552 -0.2859
C 0.5943 1.5284 1.0493
N -0.5397 1.5555 1.9728
N 0.8235 -1.5263 0.3549
H 0.1672 -1.1472 -2.2777
H -1.2815 -0.2358 -2.0248
H -1.3614 -2.5780 -2.3637
H -1.0512 -0.6207 0.4795
H 1.1873 1.0504 -0.9171
H -0.4947 1.5756 -0.6021
H 1.4770 1.0439 1.5439
H 1.0316 2.5266 0.7843
H -0.4794 2.2877 2.6740
H -0.4345 0.7285 2.5604
H 1.6065 -0.9619 0.6430
H 0.9006 -2.3069 -0.2751

***

19
Properties=species:S:1:pos:R:3 method="wB97M-V/def2-TZVPD" smiles="CNC(C)=O.CN" energy_ha=-344.27153
C 1.3296 -1.8609 -0.2387
C 1.9659 -0.4205 -0.0167
C 1.2844 1.9775 0.0065
C -2.4238 -0.1875 0.7475
H 0.1487 -1.8561 -0.2497
H 1.5329 -2.3451 0.7739
H 1.6367 -2.5707 -1.0506
H 0.2173 0.5152 -0.8895
H 2.3060 2.3662 -0.2569
H 0.5619 2.4637 -0.5175
H 1.3960 1.9851 1.1449
H -2.0142 -0.6001 -1.5033
H -2.5768 0.8935 -1.0191
H -2.2205 0.6669 1.4326
H -3.4528 -0.5931 1.0802
H -2.0053 -1.0564 1.0476
N 1.1351 0.5798 -0.3212
N -1.9671 0.1674 -0.5945
O 3.1459 -0.1251 0.4243

***

19
Properties=species:S:1:pos:R:3 method="wB97M-V/def2-TZVPD" energy_ha=-343.96037 charge=+1 multiplicity=2
C 1.5889 0.0113 -0.8028
N 2.6560 -0.9780 -0.7890
C 0.3735 -0.3475 0.0535
C -0.8474 -0.6116 -0.7724
N -0.1266 0.7386 0.8561
C -1.5372 0.7475 1.2226
O -2.5176 1.4924 0.5037
H 1.9753 1.0532 -0.6994
H 1.1771 0.0361 -1.7989
H 2.2787 -1.9098 -1.0771
H 3.1231 -1.0352 0.1780
H 0.5789 -1.2995 0.6583
H -1.3020 0.3638 -1.0245
H -1.5151 -1.3522 -0.2857
H -0.6127 -1.1176 -1.7189
H 0.4599 1.0638 1.5699
H -1.8811 -0.2691 1.4342
H -1.7005 1.1379 2.2940
H -2.1711 2.2758 0.1983

***

19
Properties=species:S:1:pos:R:3 method="wB97M-V/def2-TZVPD" energy_ha=-344.01940 charge=+1 multiplicity=2
N -0.6868 2.4540 1.0036
C -0.7005 1.2631 1.8693
C -0.8354 -0.0398 1.0960
N -0.0016 -0.2209 -0.0115
C -0.2649 -1.0481 -1.1346
C 1.0294 -1.6216 -1.7078
O 2.1083 -0.7596 -1.4026
H -0.3064 2.2272 0.0753
H 0.0906 3.0359 1.3096
H 0.1795 1.2109 2.5061
H -1.5346 1.3862 2.5538
H -1.8817 -0.1096 0.7851
H -0.8931 -0.8987 1.7918
H 1.0046 -0.0110 0.0761
H -0.8267 -0.4088 -1.8463
H -0.9598 -1.8549 -0.9088
H 0.8795 -1.8628 -2.7544
H 1.2516 -2.5166 -1.1321
H 2.3480 -0.2251 -2.1688

***

19
Properties=species:S:1:pos:R:3 method="wB97M-V/def2-TZVPD" smiles="[NH3+]CC[C@@H]([NH3+])C=O" energy_ha=-343.68105 charge=+2
O 2.3514 -0.3040 -0.5216
C 2.1447 0.3906 0.4104
C 0.5924 0.8151 0.5999
C -0.2792 -0.3452 0.1874
C -1.0504 -0.1600 -1.2077
N -1.1286 -1.4561 -1.8598
N 0.3011 1.1998 2.0373
H 2.8553 0.8541 1.1327
H 0.3753 1.6863 -0.0240
H -1.0225 -0.7618 0.8931
H 0.3573 -1.2568 0.1723
H -0.4613 0.6507 -1.6800
H -1.9975 0.3290 -1.0623
H -1.8713 -2.1203 -1.5923
H -0.2038 -1.9116 -1.9285
H -1.4643 -1.3471 -2.8355
H -0.6451 0.8542 2.2436
H 0.2571 2.1850 2.3215
H 0.8893 0.6981 2.7136

***

20
Properties=species:S:1:pos:R:3 method="wB97M-V/def2-TZVPD" energy_ha=-419.48602
O 0.7053 -0.0993 -1.8919
C 0.8200 -0.9462 -1.0242
C 0.2635 -0.8974 0.3010
C 0.5741 -1.9337 1.3267
N -0.4558 0.2606 0.7119
C 0.3114 1.5232 0.6705
N -0.5033 2.6508 0.2080
H 1.0778 -1.9980 -1.2577
H 1.5537 -0.6060 -0.0749
H 1.3867 -2.5739 0.9871
H 0.8296 -1.4389 2.2613
H -0.3145 -2.5281 1.5474
H -1.2413 0.2649 0.0534
H 1.1765 1.5088 0.0039
H 0.7413 1.6138 1.6699
H -1.4300 2.3043 -0.0144
H -0.6062 3.3096 0.9706
H -0.8620 0.0455 -2.0503
H -2.1562 -0.6333 -2.4226
O -1.8707 0.1731 -1.9757

***

20
Properties=species:S:1:pos:R:3 method="wB97M-V/def2-TZVPD" smiles="C[C@@H](N)CNC=O.O" energy_ha=-419.59861
C 0.1901 1.2147 0.8523
N 1.2314 1.2980 -0.1660
C 1.9066 0.2357 -0.6741
O 1.5869 -0.9182 -0.4827
C -1.2080 1.3585 0.3009
C -1.6929 0.0797 -0.3567
N -2.1221 1.7924 1.3587
H 0.4221 2.0428 1.5297
H 0.3249 0.3248 1.4697
H 1.4806 2.2071 -0.5136
H 2.7715 0.5408 -1.2815
H -1.2382 2.1312 -0.4544
H -2.0576 -0.6600 0.3581
H -2.5424 0.2102 -1.0329
H -0.8817 -0.3480 -0.9412
H -1.7415 1.9690 2.2764
H -3.0178 1.3232 1.3697
H 2.0058 -4.3164 -1.6535
H 2.5869 -5.2501 -0.5932
O 1.9955 -5.2353 -1.3657

***

20
Properties=species:S:1:pos:R:3 method="wB97M-V/def2-TZVPD" energy_ha=-419.33483
C -0.8170 1.2497 -0.0447
C -0.4758 0.4307 1.1772
C -1.5820 -0.5462 1.6275
N 0.8755 -0.1041 1.1376
C 1.0547 -1.0095 -0.0958
N 1.5934 -0.1836 -1.1307
O 0.1076 -1.7537 -0.4355
H -0.3183 2.2186 -0.0097
H -1.8412 1.6290 0.0638
H -0.7825 0.6717 -0.9719
H -0.4416 1.1330 2.0271
H -1.3698 -1.0218 2.5845
H -2.5257 -0.0349 1.7888
H -1.6158 -1.2602 0.8049
H 1.1153 -0.6064 1.9859
H 2.2292 0.5784 -0.9586
H 2.0540 -1.4761 0.1976
H 1.2120 -0.3318 -2.0843
H 1.0409 0.1082 -4.2148
O 0.4872 0.3091 -3.4488

***

Number 1: largest force on an atom 2.33 eV Å⁻¹. Number 2: largest force on an atom 6.10 eV Å⁻¹. Number 3: largest force on an atom 4.74 eV Å⁻¹. Number 4: largest force on an atom 2.82 eV Å⁻¹. Number 5: largest force on an atom 4.01 eV Å⁻¹. Number 6: largest force on an atom 3.48 eV Å⁻¹. Number 7: largest force on an atom 1.34 eV Å⁻¹. Number 8: largest force on an atom 2.74 eV Å⁻¹.